Entry 1:
C4H5NO as an isolated structure. Source: the OMol25 dataset; level of theory: ωB97M-V/def2-TZVPD.

Computed properties:
**E_HOMO**: -9.367 eV
**E_LUMO**: 0.76 eV
**Total charge**: 0
**Gap between HOMO and LUMO**: 10.1263 eV

Atoms and positions in Å:
O  -0.16478  -0.68038  -1.55232
C  0.25589  0.34221  -0.91683
C  -0.52064  1.04908  0.13804
C  0.36916  0.15116  0.98234
C  0.02365  -1.16253  0.95901
N  -0.38744  -2.14212  0.41247
H  -0.20800  -1.73324  -0.72130
H  1.24405  0.75383  -1.16058
H  -0.31974  2.11067  0.27367
H  -1.58219  0.80700  0.15837
H  1.29004  0.50432  1.42711

Entry 2:
An isolated ion of composition C2H4NO and charge +1 at a distorted geometry. Source: the OMol25 dataset; level of theory: ωB97M-V/def2-TZVPD.

Computed properties:
**E_HOMO (alpha / beta)**: -15.801 / -16.403 eV
**E_LUMO (alpha / beta)**: -7.63 / -6.97 eV
**Total charge**: +1
**Gap between HOMO and LUMO (alpha / beta)**: 8.1725 / 9.4284 eV

Atoms and positions in Å:
C  -0.27930  -0.65917  -0.07879
C  0.39428  0.61456  -0.05098
N  1.98750  0.39401  0.14475
O  2.65174  -0.43832  -0.12662
H  -0.81388  -1.08099  0.85582
H  -0.11144  -1.40387  -0.89385
H  0.61649  1.31370  -0.97135
H  0.05760  1.25737  0.72906

Entry 3:
A 3-piece molecular cluster, C26H27BN2OS overall. Source: the OMol25 dataset; level of theory: ωB97M-V/def2-TZVPD.

Computed properties:
**E_HOMO**: -8.373 eV
**E_LUMO**: 0.58 eV
**Total charge**: 0
**Gap between HOMO and LUMO**: 8.9540 eV

Atoms and positions in Å:
C  5.72956  4.51428  0.91390
N  5.10485  5.00874  -0.34260
C  4.81765  3.84319  -1.18963
B  3.87170  5.69109  0.12093
O  3.87769  7.05360  0.15155
C  2.57159  4.91408  0.57766
C  2.28989  4.57590  1.90087
C  1.13748  3.86950  2.21941
C  0.24120  3.47752  1.23814
C  0.53035  3.82214  -0.08278
C  1.66850  4.53302  -0.42401
S  -0.63134  3.28420  -1.32262
C  -0.98303  1.67382  -0.64907
C  -1.13094  0.56682  -1.46960
C  -1.37831  -0.66972  -0.88291
C  -1.49391  -0.76070  0.50150
C  -1.34575  0.34769  1.32028
C  -1.09073  1.58401  0.73961
N  -0.95797  2.76016  1.55416
H  5.82290  5.35840  1.59769
H  5.08618  3.77158  1.39567
H  6.71332  4.10431  0.71078
H  4.09743  4.10465  -1.96362
H  4.38127  3.01429  -0.62081
H  5.71475  3.47924  -1.68641
H  4.46625  7.38366  -0.53721
H  2.96682  4.87228  2.68709
H  0.91300  3.60085  3.24178
H  1.86845  4.78514  -1.45524
H  -1.05606  0.66241  -2.54090
H  -1.47462  -1.56551  -1.47662
H  -1.70167  -1.72360  0.94755
H  -1.41347  0.28140  2.39451
H  -1.72665  3.37277  1.27799
C  0.35156  -6.36515  -1.67671
C  1.10712  -5.40962  -2.34281
C  1.14518  -4.10373  -1.87367
C  0.42569  -3.75338  -0.73920
C  -0.33594  -4.70713  -0.07735
C  -0.37225  -6.01344  -0.54546
H  0.32626  -7.38457  -2.03989
H  1.66649  -5.68313  -3.22831
H  1.73518  -3.35843  -2.39189
H  0.45708  -2.73657  -0.37060
H  -0.90259  -4.43260  0.80389
H  -0.96484  -6.75743  -0.02855
C  -6.06906  -3.83606  1.53176
C  -5.47893  -2.61647  1.22956
C  -4.59083  -2.51995  0.16698
C  -4.28894  -3.64372  -0.59047
C  -4.87288  -4.86500  -0.28316
C  -5.76421  -4.96075  0.77680
H  -6.76611  -3.91073  2.35660
H  -5.71078  -1.74066  1.82221
H  -4.13201  -1.56935  -0.07139
H  -3.59652  -3.56848  -1.41997
H  -4.63354  -5.74229  -0.87063
H  -6.22144  -5.91252  1.01528

Entry 4:
A single C22H45IN2O3P2S molecule at a distorted geometry. Source: the OMol25 dataset; level of theory: ωB97M-V/def2-TZVPD.

Computed properties:
**E_HOMO**: -8.214 eV
**E_LUMO**: 0.05 eV
**Total charge**: 0
**Gap between HOMO and LUMO**: 8.2678 eV

Atoms and positions in Å:
C  -2.63781  -3.07574  -2.19353
C  -3.33384  -2.32567  -3.34434
C  -3.35879  -0.78687  -3.14295
C  -2.21041  -0.16624  -3.93658
C  -2.27884  1.35482  -4.08260
C  -1.91416  2.13738  -2.81035
C  -0.79140  1.49051  -1.98662
C  -0.56108  2.29414  -0.69694
C  0.85665  2.21201  -0.11408
C  1.26652  0.81444  0.42756
N  1.89016  0.07881  -0.68991
C  1.27178  -1.12008  -1.25339
C  1.56321  -2.44949  -0.50666
C  2.72216  -3.25460  -1.13987
C  0.21421  0.19263  1.35569
C  -0.99007  -0.60972  0.83608
O  -1.74813  -1.08531  1.94760
C  -3.12069  -1.08465  1.62956
C  -3.93802  -1.64407  2.79367
P  -0.67602  1.40651  2.59743
S  -0.64302  0.81978  4.45058
O  0.83769  -0.70080  2.26922
C  2.15433  -0.29147  2.46295
O  2.81953  -0.86580  3.21804
C  2.48117  0.86141  1.50241
P  4.08172  0.26419  0.65969
N  5.35203  0.41922  1.57685
C  2.80360  2.20293  2.20880
I  3.96713  3.57838  0.95443
C  3.58870  2.06646  3.53780
C  2.69978  2.20181  4.80637
H  -1.79831  -2.52865  -1.75953
H  -2.22682  -4.00222  -2.60021
H  -3.32561  -3.39645  -1.41415
H  -4.33991  -2.73353  -3.44385
H  -2.80752  -2.58582  -4.26260
H  -3.28400  -0.63537  -2.06217
H  -4.33801  -0.45623  -3.48745
H  -2.25283  -0.59220  -4.94033
H  -1.27491  -0.52733  -3.50290
H  -1.65873  1.65484  -4.92806
H  -3.31358  1.60611  -4.32146
H  -1.70525  3.18636  -3.02077
H  -2.79608  2.13212  -2.15905
H  0.10599  1.39263  -2.59851
H  -1.20189  0.53081  -1.68514
H  -0.72183  3.34585  -0.95225
H  -1.34333  2.06615  0.02569
H  1.54589  2.55881  -0.88268
H  0.89872  2.96381  0.66968
H  2.17025  0.67213  -1.45603
H  1.70389  -1.25716  -2.24503
H  0.19283  -1.07228  -1.42270
H  1.77719  -2.30552  0.55122
H  0.66339  -3.06323  -0.57001
H  2.46731  -4.31396  -1.09464
H  3.63741  -3.15395  -0.56174
H  2.88564  -3.01516  -2.18826
H  -0.68171  -1.50333  0.29034
H  -1.66465  -0.05869  0.18069
H  -3.34050  -1.69725  0.74399
H  -3.50065  -0.07490  1.41976
H  -3.44252  -1.36607  3.72215
H  -4.08490  -2.71725  2.72526
H  -4.90845  -1.15086  2.78802
H  -2.03094  1.42056  2.19543
H  -0.23354  2.73221  2.41750
H  4.29367  1.01470  -0.51493
H  3.95814  -1.09234  0.29580
H  5.77280  -0.49116  1.73281
H  1.91939  2.78337  2.43843
H  4.31609  2.86642  3.58607
H  4.14943  1.14287  3.60747
H  2.98715  3.09391  5.36115
H  2.80312  1.34917  5.46591
H  1.66006  2.34316  4.52016